Record 1
{
  "formula": "C30H46Cl3N5O3",
  "method": "wB97M-V/def2-TZVPD",
  "symbols": ["C", "C", "C", "Cl", "C", "C", "C", "Cl", "C", "C", "Cl", "C", "O", "O", "C", "O", "H", "H", "H", "H", "H", "H", "H", "H", "H", "H", "H", "C", "C", "C", "C", "N", "H", "H", "H", "H", "H", "H", "H", "C", "C", "C", "C", "N", "H", "H", "H", "H", "H", "H", "H", "C", "C", "C", "C", "N", "H", "H", "H", "H", "H", "H", "H", "C", "C", "C", "C", "N", "H", "H", "H", "H", "H", "H", "H", "C", "C", "C", "C", "N", "H", "H", "H", "H", "H", "H", "H"],
  "xyz": [[-2.80, -2.89, 3.44], [-3.95, -2.05, 3.97], [-4.60, -1.19, 2.91], [-5.51, -2.29, 1.80], [-3.74, -0.24, 2.12], [-3.05, 0.81, 2.59], [-2.80, 1.12, 4.02], [-1.20, 0.39, 4.48], [-2.78, 2.61, 4.38], [-1.54, 3.38, 3.99], [-2.90, 2.68, 6.19], [-2.74, 1.66, 1.41], [-2.76, 2.86, 1.33], [-2.70, 0.84, 0.31], [-3.46, -0.29, 0.64], [-3.59, -1.20, -0.15], [-1.96, -2.28, 3.16], [-3.13, -3.50, 2.62], [-2.45, -3.51, 4.26], [-4.72, -2.74, 4.33], [-3.62, -1.48, 4.83], [-5.38, -0.57, 3.34], [-3.53, 0.61, 4.63], [-3.70, 3.06, 4.03], [-1.36, 3.34, 2.92], [-1.71, 4.42, 4.24], [-0.71, 3.01, 4.57], [3.61, -0.86, 1.31], [3.20, 0.16, 2.37], [2.76, -0.49, 3.68], [1.60, -1.36, 3.48], [0.69, -2.03, 3.31], [2.77, -1.51, 1.04], [3.94, -0.36, 0.40], [4.43, -1.49, 1.68], [2.39, 0.78, 1.98], [4.04, 0.82, 2.57], [2.49, 0.27, 4.41], [3.57, -1.09, 4.10], [-4.88, 0.78, -2.68], [-6.25, 0.13, -2.71], [-7.21, 0.80, -3.70], [-7.42, 2.21, -3.34], [-7.57, 3.32, -3.07], [-4.93, 1.82, -2.35], [-4.22, 0.25, -1.99], [-4.41, 0.75, -3.67], [-6.69, 0.16, -1.70], [-6.15, -0.92, -2.98], [-8.18, 0.30, -3.70], [-6.81, 0.76, -4.71], [-1.61, 3.95, -5.18], [-2.24, 3.43, -3.90], [-1.39, 3.70, -2.65], [-0.08, 3.05, -2.73], [0.93, 2.51, -2.79], [-0.66, 3.46, -5.39], [-2.27, 3.75, -6.03], [-1.44, 5.02, -5.13], [-2.41, 2.35, -3.99], [-3.22, 3.90, -3.76], [-1.90, 3.33, -1.76], [-1.24, 4.78, -2.52], [4.72, -1.90, -4.34], [3.31, -1.47, -3.95], [3.24, -0.03, -3.44], [4.06, 0.14, -2.25], [4.72, 0.26, -1.32], [5.39, -1.87, -3.48], [4.72, -2.92, -4.72], [5.13, -1.25, -5.11], [2.93, -2.15, -3.18], [2.65, -1.57, -4.82], [2.21, 0.24, -3.19], [3.58, 0.67, -4.21], [7.37, -3.33, -0.62], [8.41, -3.24, 0.49], [7.95, -3.91, 1.79], [6.74, -3.27, 2.31], [5.80, -2.74, 2.70], [6.45, -2.80, -0.35], [7.75, -2.87, -1.53], [7.12, -4.37, -0.84], [8.65, -2.19, 0.68], [9.33, -3.72, 0.16], [8.73, -3.84, 2.56], [7.74, -4.97, 1.63]],
  "mulliken_charge": [-1.158, -0.538, 0.113, -0.168, -0.252, 0.160, -0.436, -0.081, -0.001, -1.357, -0.198, 0.401, -0.565, -0.199, 0.206, -0.506, 0.263, 0.361, 0.395, 0.445, 0.333, 0.473, 0.741, 0.480, 0.283, 0.408, 0.434, -0.044, -0.540, -0.460, 0.187, -0.413, 0.403, 0.074, -0.234, 0.330, 0.331, 0.297, 0.286, -1.070, -0.501, -0.483, 0.254, -0.444, 0.357, 0.244, 0.335, 0.314, 0.351, 0.319, 0.280, -1.353, -0.224, -0.059, 0.266, -0.450, 0.336, 0.378, 0.320, 0.157, 0.378, -0.073, 0.333, -1.007, -0.526, -0.105, 0.257, -0.586, 0.193, 0.341, 0.298, 0.317, 0.340, 0.092, 0.315, -0.894, -0.450, -0.530, 0.241, -0.468, 0.167, 0.308, 0.314, 0.300, 0.314, 0.291, 0.263],
  "total_charge": 0,
  "smiles": "CC[C@H](Cl)C1=C([C@@H](Cl)[C@H](C)Cl)C(=O)OC1=O.CCCC#N.CCCC#N.CCCC#N.CCCC#N.CCCC#N",
  "e_tot_ev": -83015.8101,
  "multiplicity": 1
}


Record 2
{
  "formula": "C5H5NO",
  "method": "wB97M-V/def2-TZVPD",
  "symbols": ["N", "C", "C", "C", "C", "C", "O", "H", "H", "H", "H", "H"],
  "xyz": [[-0.75, -2.64, 1.32], [-0.64, -1.62, 0.79], [-0.62, -0.39, 0.06], [-1.16, 0.75, 0.52], [1.33, 0.59, -0.16], [0.38, -0.19, -1.07], [1.86, 0.04, 0.77], [-1.17, 1.60, -0.15], [-1.47, 0.90, 1.54], [1.41, 1.69, -0.31], [-0.06, 0.36, -1.90], [0.90, -1.09, -1.43]],
  "mulliken_charge": [-0.438, 0.152, 0.353, -0.735, 0.100, -0.566, -0.457, 0.336, 0.293, 0.361, 0.243, 0.358],
  "total_charge": 0,
  "smiles": "C=C(C#N)CC=O",
  "e_tot_ev": -8801.3250,
  "multiplicity": 1
}


Record 3
{
  "formula": "C25H17BrN5ORh",
  "method": "wB97M-V/def2-TZVPD",
  "symbols": ["Rh", "C", "C", "C", "C", "N", "C", "C", "C", "C", "C", "C", "N", "H", "H", "H", "H", "H", "H", "H", "H", "Br", "C", "C", "C", "C", "C", "C", "N", "N", "C", "C", "C", "C", "O", "C", "N", "C", "C", "C", "C", "H", "H", "H", "H", "H", "H", "H", "H", "H"],
  "xyz": [[0.77, 2.08, 0.90], [5.13, 2.02, 0.80], [5.43, 3.28, 1.28], [4.40, 4.15, 1.58], [3.09, 3.74, 1.42], [2.79, 2.49, 1.00], [3.80, 1.67, 0.68], [1.92, 4.62, 1.63], [2.00, 5.94, 2.04], [0.84, 6.68, 2.15], [-0.37, 6.09, 1.85], [-0.38, 4.77, 1.45], [0.74, 4.05, 1.34], [5.90, 1.32, 0.52], [6.46, 3.60, 1.40], [4.62, 5.15, 1.93], [3.52, 0.71, 0.27], [2.96, 6.39, 2.26], [0.89, 7.72, 2.47], [-1.30, 6.63, 1.92], [-1.30, 4.25, 1.21], [-2.48, -7.78, -5.32], [-2.64, -6.65, -3.85], [-2.89, -7.20, -2.59], [-3.02, -6.35, -1.51], [-2.89, -4.97, -1.70], [-2.64, -4.42, -2.98], [-2.51, -5.26, -4.04], [-3.02, -4.21, -0.56], [-3.00, -3.00, -0.56], [-2.56, -1.83, -0.30], [-3.47, -0.70, -0.38], [-3.04, 0.54, -0.12], [-1.66, 0.79, 0.23], [-1.23, 1.92, 0.54], [-0.73, -0.33, 0.30], [0.53, 0.00, 0.65], [1.38, -1.01, 0.86], [1.04, -2.34, 0.67], [-0.24, -2.67, 0.25], [-1.15, -1.64, 0.07], [-2.99, -8.27, -2.47], [-3.22, -6.72, -0.52], [-2.56, -3.35, -3.12], [-2.32, -4.88, -5.04], [-4.50, -0.91, -0.64], [-3.70, 1.40, -0.16], [2.36, -0.74, 1.21], [1.78, -3.10, 0.86], [-0.51, -3.70, 0.09]],
  "mulliken_charge": [1.146, -0.955, -0.399, -0.647, 0.706, -0.343, -0.170, 0.649, -0.567, -0.512, -0.683, -0.159, -0.228, 0.408, 0.458, 0.331, 0.643, 0.344, 0.453, 0.417, 0.395, -0.056, 0.188, -0.536, -0.203, 0.589, -0.290, -0.682, -0.997, 0.562, 0.462, -0.883, -0.823, 1.045, -0.678, 0.192, -0.463, -0.340, -1.130, -0.250, 0.713, 0.447, 0.486, 0.405, 0.437, 0.508, 0.463, 0.633, 0.423, 0.488],
  "total_charge": 2,
  "e_tot_ev": -108734.1760,
  "multiplicity": 1
}


Record 4
{
  "formula": "C23H27ClN4O2",
  "method": "wB97M-V/def2-TZVPD",
  "symbols": ["C", "H", "H", "H", "C", "N", "C", "C", "H", "H", "C", "N", "C", "C", "C", "C", "C", "O", "C", "C", "C", "N", "H", "H", "O", "C", "N", "C", "C", "C", "C", "C", "C", "H", "Cl", "H", "H", "H", "H", "H", "C", "H", "H", "H", "H", "H", "H", "H", "C", "H", "H", "C", "H", "H", "H", "H", "H"],
  "xyz": [[-4.45, -1.72, 1.21], [-5.31, -1.23, 1.13], [-4.25, -2.23, 2.00], [-4.40, -2.42, 0.24], [-3.36, -0.86, 0.93], [-3.63, 0.16, 0.03], [-3.20, 1.46, 0.43], [-1.61, 1.76, 0.40], [-1.47, 2.35, 1.33], [-1.13, 0.70, 0.68], [-0.89, 2.58, -0.63], [0.49, 2.20, -0.62], [1.46, 2.73, 0.06], [2.73, 2.61, 0.46], [3.12, 1.21, -0.09], [2.23, 0.38, -0.53], [1.02, 0.69, -0.96], [0.17, 0.14, -1.61], [2.75, -0.92, -1.04], [4.08, -1.21, -0.56], [4.82, -0.35, -0.12], [6.08, -0.38, 0.38], [6.59, -1.29, 0.20], [6.54, 0.20, 1.07], [4.40, 1.04, 0.16], [4.76, -2.45, -1.07], [5.16, -3.66, -1.36], [1.77, -1.72, -0.14], [1.86, -2.01, 1.37], [1.10, -2.72, 2.13], [-0.04, -3.18, 1.45], [-0.29, -3.22, 0.01], [0.66, -2.47, -0.65], [0.42, -2.56, -1.76], [-1.68, -4.01, -0.56], [-0.71, -3.62, 2.16], [1.26, -2.74, 2.95], [2.80, -1.47, 1.97], [2.41, -1.19, -2.01], [3.29, 3.28, 1.05], [1.03, 4.18, 0.79], [0.52, 4.94, 0.02], [1.64, 4.72, 1.19], [0.04, 4.02, 1.32], [-1.12, 3.51, -0.78], [-0.99, 1.84, -1.60], [-3.57, 1.82, 1.19], [-3.27, 2.08, -0.53], [-3.10, -0.20, -1.40], [-3.54, -1.28, -1.26], [-2.01, -0.20, -1.46], [-3.79, 0.43, -2.53], [-4.70, 0.45, -2.42], [-3.53, -0.25, -3.29], [-3.36, 1.34, -2.50], [-2.37, -1.10, 1.24], [-3.43, -0.17, 1.94]],
  "mulliken_charge": [-1.826, 0.500, 0.582, 0.206, -0.225, 0.165, -1.686, 0.888, 0.348, -0.240, -1.694, 0.151, 1.848, -1.656, 1.388, -1.416, 0.129, -0.694, 1.227, -1.070, 1.809, -0.506, 0.246, 0.214, -0.527, -0.907, -0.579, 0.079, 0.238, -1.545, -0.313, -0.141, 0.103, 0.160, -0.181, 0.397, 1.092, -0.069, 0.906, 0.377, -1.812, 0.255, 0.637, 0.244, 0.642, 0.271, 0.623, 0.460, 0.790, 0.294, -0.159, -2.330, 0.663, 0.434, 0.539, 0.375, 0.295],
  "total_charge": 0,
  "smiles": "CCN(CC)CCCn1c(C)cc2c(c1=O)[C@H](c1cccc(Cl)c1)C(C#N)=C(N)O2",
  "e_tot_ev": -46849.5572,
  "multiplicity": 1
}


How do the records compare in ΔE to the lowest compared entry with this formula, charge and spin? In the order shown, they have 0.0; 48.3; 0.0; 451.5 kcal/mol.
How do the records compare in maximum force? In the order shown, they have 3.0; 1.2; 1.1; 19.1 eV/A.